(1)
DFT (ωB97M-V/def2-TZVPD) results for a structure of composition C34H42N8OS.

```
86
Properties=species:S:1:pos:R:3:forces:R:3:mulliken_charge:R:1
O 1.2864 -2.1068 -0.0633 -0.40 -0.46 -0.04 -0.47
C 1.6641 -1.0180 -0.9024 1.20 0.33 0.52 -0.45
C 1.7316 0.2676 -0.0307 0.09 0.25 -0.65 0.12
C 0.6137 1.3237 -0.2896 0.01 -0.34 0.63 -0.92
C -0.7262 0.7645 -0.8449 -0.20 0.85 0.87 -0.76
C -1.4672 -0.2943 0.0162 0.44 -0.03 0.04 1.25
C -1.6624 -0.2153 1.4823 -0.13 -0.63 -1.18 -0.46
C -2.3560 -1.2114 2.1383 0.61 0.95 -0.21 -1.04
C -2.8622 -2.3260 1.4012 0.04 -0.10 0.08 0.76
N -3.5313 -3.3661 1.9478 0.33 0.22 -1.53 -0.82
S -3.8424 -4.3311 0.6795 -0.18 -0.38 -0.06 0.15
N -3.1866 -3.5429 -0.5795 -0.04 0.37 1.34 -0.70
C -2.6708 -2.4296 -0.0307 0.22 0.82 0.80 0.78
C -1.9712 -1.3566 -0.6750 -0.22 -0.59 -0.56 -0.61
H 0.5440 -2.6016 -0.4282 0.08 0.23 -0.09 0.28
H 1.0649 -0.9219 -1.8202 -0.08 -0.06 0.46 0.23
H 2.7014 -1.2247 -1.2350 -0.48 -0.01 0.00 0.30
H 2.7010 0.7508 -0.2534 -0.39 -0.09 0.15 0.51
H 1.7922 -0.0166 1.0322 -0.22 -0.08 -0.47 -0.38
H 0.4022 1.8487 0.6594 0.14 -0.13 -0.34 0.36
H 1.0395 2.0902 -0.9608 -0.54 -0.30 0.04 0.38
H -0.5588 0.4260 -1.8785 -0.35 -0.20 0.44 -0.30
H -1.4187 1.6299 -0.9054 0.30 -0.31 -0.13 0.54
H -1.2440 0.6401 2.0177 -0.19 -0.34 -0.08 0.35
H -2.5204 -1.1416 3.2166 0.05 -0.16 -0.37 0.52
H -1.8549 -1.4244 -1.7634 0.05 0.08 0.41 0.29
N 2.3875 -0.4917 5.8022 -0.18 -0.13 -0.23 0.03
C 1.2368 -1.2307 5.9468 0.33 0.27 0.02 -0.70
C 0.8831 -1.6664 4.6987 -1.01 -0.56 0.57 -0.71
C 1.8207 -1.1975 3.7833 0.67 0.38 -0.75 0.80
C 2.7495 -0.4678 4.4768 0.07 0.11 0.29 -1.21
H 2.8827 -0.0362 6.5469 0.01 -0.03 -0.03 0.21
H 0.7781 -1.3707 6.9109 0.02 -0.02 -0.03 0.42
H 0.0225 -2.2727 4.4622 0.00 -0.01 0.08 0.49
H 1.8113 -1.3746 2.7194 0.06 -0.01 0.02 0.24
H 3.6284 0.0624 4.1495 0.00 -0.03 0.03 0.40
N 0.4438 1.4124 -5.8047 -0.09 -0.05 -0.04 -0.04
C 0.2913 0.2973 -6.5878 0.05 -0.02 -0.05 -0.65
C -0.6882 -0.4772 -6.0291 0.03 0.00 -0.04 -0.69
C -1.1517 0.1972 -4.8658 0.04 0.04 0.04 -0.11
C -0.4368 1.3598 -4.7555 0.03 0.06 0.15 -0.68
H 1.1011 2.1515 -5.9742 0.22 -0.21 0.12 0.32
H 0.8926 0.1540 -7.4697 -0.02 -0.02 0.02 0.40
H -1.0371 -1.4224 -6.4110 0.00 0.03 0.00 0.43
H -1.9228 -0.1348 -4.1891 -0.01 0.03 -0.03 0.51
H -0.4755 2.1520 -4.0255 -0.03 -0.02 -0.01 0.51
N -0.6966 4.2597 -6.7856 0.05 0.16 0.02 0.13
C -0.2542 5.5158 -7.1060 0.05 -0.04 -0.02 -0.44
C -1.3477 6.2823 -7.4085 0.04 0.04 0.01 -0.49
C -2.4955 5.4580 -7.2598 -0.02 -0.03 0.02 -0.57
C -2.0611 4.2183 -6.8726 -0.03 -0.10 0.00 -0.30
H -0.1123 3.4853 -6.5254 -0.32 0.12 -0.11 0.21
H 0.7966 5.7533 -7.0920 -0.03 0.02 -0.02 0.34
H -1.3283 7.3189 -7.7026 0.00 -0.02 0.01 0.39
H -3.5224 5.7436 -7.4187 0.02 -0.01 0.01 0.39
H -2.6015 3.3124 -6.6529 0.01 0.02 -0.01 0.38
N -6.2049 -1.5066 1.8985 -0.11 0.07 -0.01 0.09
C -5.7145 -0.2631 1.6032 0.03 -0.04 -0.03 -0.13
C -6.7698 0.5306 1.2361 0.06 0.03 0.01 -0.66
C -7.9440 -0.2630 1.3177 -0.07 -0.03 0.01 -0.37
C -7.5629 -1.5122 1.7311 0.04 -0.07 0.00 -0.62
H -5.6533 -2.2944 2.1931 0.04 0.06 0.03 0.28
H -4.6616 -0.0514 1.6779 -0.03 0.03 -0.02 0.29
H -6.7068 1.5659 0.9426 0.00 -0.02 0.01 0.40
H -8.9526 0.0477 1.0987 0.02 -0.01 0.01 0.39
H -8.1390 -2.4028 1.9191 -0.01 0.03 -0.02 0.39
N 2.4015 -4.6519 2.2026 0.00 -0.17 0.05 0.17
C 3.7059 -5.0567 2.1329 -0.01 0.12 -0.06 -0.34
C 3.8748 -6.0984 3.0067 0.07 0.00 -0.05 -0.63
C 2.6198 -6.3371 3.6248 -0.08 -0.03 0.04 -0.48
C 1.7326 -5.4313 3.1061 -0.06 0.10 -0.03 -0.46
H 1.9963 -3.8999 1.6729 0.05 0.09 -0.05 0.23
H 4.4002 -4.5685 1.4697 0.00 -0.01 0.03 0.38
H 4.7953 -6.6311 3.1818 -0.02 0.01 -0.01 0.38
H 2.3941 -7.0876 4.3648 0.00 0.02 -0.02 0.40
H 0.6851 -5.2733 3.3028 0.03 -0.01 0.03 0.37
N 6.2016 4.2291 3.0037 -0.09 -0.04 -0.01 0.04
C 6.0341 3.1251 2.2131 0.08 0.02 -0.03 -0.82
C 5.0348 2.3642 2.7590 0.01 -0.04 -0.07 -0.10
C 4.5777 3.0382 3.9223 -0.03 0.03 0.08 -0.20
C 5.3148 4.1859 4.0449 0.06 0.05 0.04 -0.70
H 6.8717 4.9589 2.8443 -0.03 -0.02 0.00 0.19
H 6.6393 2.9768 1.3345 -0.02 -0.03 0.02 0.38
H 4.6705 1.4280 2.3673 0.01 0.03 -0.02 0.43
H 3.7963 2.7169 4.5921 -0.01 0.02 -0.03 0.42
H 5.2862 4.9722 4.7803 -0.01 -0.03 0.00 0.38
```
Forces are in eV/Å.

Output
- 2S+1 = 1
- total charge = 0

(2)
DFT (ωB97M-V/def2-TZVPD) results for a cluster of 5 separate species, C34H42NO2P in total.

```
80
Properties=species:S:1:pos:R:3:forces:R:3:mulliken_charge:R:1
C 4.6818 -4.7338 2.0488 -0.24 0.07 0.55 0.05
C 4.2741 -3.7684 1.4697 -0.22 0.67 -0.30 -0.98
C 3.6387 -2.5436 0.9197 0.11 -0.88 0.78 0.13
C 2.1531 -2.5087 1.4316 0.59 0.04 -1.26 -0.88
C 1.1505 -2.0889 0.3181 0.76 0.33 1.53 0.03
O 0.3756 -3.2455 0.0212 -0.57 1.06 -0.23 -0.24
C -0.7759 -3.0151 -0.6919 0.10 -0.16 -0.65 0.07
O -0.9268 -3.6098 -1.7109 -0.22 -0.56 -0.34 -0.52
N -1.8115 -2.1554 -0.2196 -0.16 0.06 -0.04 0.01
P -2.7590 -2.9166 1.0583 0.49 -0.89 2.10 -0.12
C -3.8380 -1.5197 1.6527 0.94 0.50 -0.85 -0.50
C -2.8890 -0.4814 2.3567 -0.80 -0.48 -0.28 -0.87
C -3.8112 -4.2651 0.3611 -1.24 0.09 -0.69 -0.46
C -5.1309 -4.3840 1.1833 0.17 0.53 -0.55 -1.23
H 4.8728 -5.4686 2.7937 0.30 -0.27 -0.32 0.42
H 3.6981 -2.5650 -0.1714 -0.03 0.18 0.10 0.17
H 4.2175 -1.7101 1.3288 -0.14 0.15 -0.43 0.24
H 1.9223 -3.5425 1.6922 -0.31 0.31 0.29 0.43
H 2.1009 -1.8445 2.2949 -0.16 -0.24 0.01 0.35
H 1.7045 -1.7083 -0.5509 -0.32 -0.31 -0.13 0.27
H 0.5515 -1.2535 0.7109 -0.22 -0.29 -0.21 0.07
H -1.4701 -1.2492 0.0841 0.02 -0.13 0.20 0.30
H -4.3171 -1.0184 0.7999 -0.23 -0.20 0.25 0.32
H -4.5771 -1.8666 2.3733 -0.01 -0.22 -0.32 0.37
H -3.1705 0.5037 1.9773 0.45 0.04 0.21 0.20
H -1.8344 -0.7138 2.1741 -0.11 0.28 0.03 0.29
H -3.0483 -0.5005 3.4370 0.12 0.06 -0.13 0.27
H -3.3256 -5.2444 0.4034 0.52 0.45 0.09 0.38
H -4.1105 -4.1196 -0.6866 0.26 0.10 0.12 0.40
H -5.8372 -3.6529 0.7722 0.04 -0.02 0.38 0.30
H -4.9750 -4.1811 2.2474 -0.10 -0.20 -0.10 0.33
H -5.5998 -5.3614 1.0448 0.25 0.03 0.15 0.37
C 7.7770 1.4057 0.0773 -0.01 0.01 -0.01 -0.35
C 6.9554 2.3884 0.6130 0.01 0.00 0.00 -0.40
C 5.5817 2.3256 0.4222 -0.01 0.00 0.01 -0.55
C 5.0305 1.2824 -0.3097 -0.04 0.01 0.12 -0.26
C 5.8525 0.3057 -0.8521 0.02 -0.07 0.01 -0.08
C 7.2256 0.3649 -0.6576 0.01 -0.01 -0.01 -0.67
H 8.8475 1.4510 0.2323 -0.01 0.00 -0.01 0.37
H 7.3861 3.2033 1.1812 -0.01 -0.01 0.00 0.36
H 4.9404 3.0896 0.8437 0.01 -0.01 -0.01 0.38
H 3.9586 1.2301 -0.4582 0.01 0.02 0.00 0.54
H 5.4208 -0.5049 -1.4270 0.03 -0.01 0.01 0.28
H 7.8661 -0.3997 -1.0786 -0.01 0.00 0.01 0.38
C 2.1435 0.0473 -4.5693 -0.03 -0.06 0.01 -0.57
C 1.5598 1.1068 -5.2484 0.03 0.06 -0.12 -0.51
C 2.0253 2.4012 -5.0593 0.01 -0.02 0.02 -0.40
C 3.0764 2.6375 -4.1832 -0.10 -0.04 -0.01 -0.60
C 3.6505 1.5789 -3.4930 0.07 0.05 -0.01 -0.17
C 3.1874 0.2848 -3.6876 0.00 0.03 0.05 -0.27
H 1.7806 -0.9620 -4.7225 0.00 0.01 0.00 0.46
H 0.7362 0.9226 -5.9273 0.04 0.00 -0.03 0.59
H 1.5666 3.2257 -5.5908 0.01 -0.01 0.00 0.37
H 3.4418 3.6455 -4.0327 0.00 -0.01 0.00 0.40
H 4.4620 1.7636 -2.8029 0.02 0.01 -0.05 0.43
H 3.6393 -0.5398 -3.1491 0.01 0.00 -0.03 0.32
C -3.5963 1.2629 -2.6251 0.00 0.04 -0.03 -0.49
C -2.4139 0.5824 -2.8822 -0.04 -0.04 0.13 -0.36
C -1.5755 1.0079 -3.9010 0.01 -0.02 0.00 -0.32
C -1.9170 2.1115 -4.6695 -0.05 0.00 0.02 -0.24
C -3.1046 2.7870 -4.4206 0.00 0.01 0.01 -0.46
C -3.9436 2.3640 -3.3974 0.02 -0.01 0.01 -0.42
H -4.2482 0.9346 -1.8245 0.00 -0.01 -0.02 0.40
H -2.1460 -0.2815 -2.2849 -0.04 -0.03 -0.04 0.65
H -0.6533 0.4772 -4.0899 -0.01 0.01 0.02 0.25
H -1.2587 2.4456 -5.4623 -0.01 0.00 0.01 0.27
H -3.3762 3.6451 -5.0230 0.00 -0.01 0.01 0.36
H -4.8682 2.8928 -3.2016 0.01 0.00 -0.01 0.37
C -3.5360 2.4399 6.6925 0.00 0.01 0.00 -0.39
C -4.3565 1.6607 5.8883 0.00 -0.02 0.00 -0.38
C -4.6309 2.0563 4.5863 0.00 0.00 -0.01 -0.37
C -4.0880 3.2334 4.0891 -0.01 -0.01 0.00 -0.36
C -3.2746 4.0169 4.8962 0.02 0.00 0.00 -0.43
C -2.9973 3.6197 6.1972 0.00 -0.01 0.00 -0.35
H -3.3169 2.1282 7.7060 -0.01 0.01 -0.01 0.36
H -4.7820 0.7436 6.2766 0.01 0.01 0.00 0.37
H -5.2685 1.4466 3.9578 0.00 0.01 0.01 0.45
H -4.2999 3.5407 3.0725 0.00 0.00 0.01 0.38
H -2.8555 4.9379 4.5107 0.00 -0.01 0.00 0.36
H -2.3611 4.2298 6.8259 -0.01 -0.01 -0.01 0.36
```
Forces are in eV/Å.

Output
- SMILES = C#CCCCOC(=O)NP(CC)CC.c1ccccc1.c1ccccc1.c1ccccc1.c1ccccc1
- 2S+1 = 1
- total charge = 0

(3)
DFT (ωB97M-V/def2-TZVPD) results for a structure of composition C34H43BMoN7O3STe.

```
91
Properties=species:S:1:pos:R:3:forces:R:3:mulliken_charge:R:1
Mo -0.0183 -0.4885 0.5654 -0.19 1.39 -0.95 -0.35
C -0.9645 2.4944 3.6561 0.05 -0.17 -0.21 -1.52
C -1.7445 2.3197 2.3505 0.16 0.13 -0.12 1.56
C -2.8240 3.3961 2.2299 0.13 -0.19 -0.12 -1.81
C -2.3406 0.9512 2.2880 -0.15 0.24 0.12 -0.76
C -3.5078 0.4939 2.9117 0.24 0.04 -0.11 -0.79
C -3.6429 -0.8242 2.5376 0.48 0.17 -0.26 -0.91
N -2.6102 -1.1330 1.7375 -0.78 -0.10 0.02 -0.23
N -1.8089 -0.0562 1.5849 0.09 0.28 0.36 1.68
B -2.1353 -2.4127 1.0649 0.49 0.14 0.23 -0.53
N -1.4724 -1.8220 -0.2881 -0.86 -0.23 -0.38 2.72
C -2.2305 -1.9202 -1.4369 0.56 -0.06 -0.49 -1.34
C -1.4310 -2.3764 -2.4491 -0.52 0.20 0.36 -1.03
C -0.1404 -2.5161 -1.8959 -0.14 -0.11 0.25 -0.29
N -0.1830 -2.1286 -0.6158 0.61 -1.53 -1.01 -0.32
C 1.0182 -3.2220 -2.5126 0.40 0.25 0.13 0.34
C 0.9225 -4.6830 -2.0350 -0.13 0.09 -0.10 -1.49
C 2.3601 -2.6152 -2.1214 -0.16 0.06 -0.10 -0.85
N -0.9860 -2.9590 1.8813 -0.08 -0.57 0.06 0.14
C -0.8964 -4.0942 2.5911 0.27 0.21 -0.04 -0.52
C 0.2817 -4.0549 3.2942 -0.11 0.19 -0.10 -1.21
C 0.8770 -2.8239 2.9785 -0.08 -0.52 0.23 -0.15
N 0.0929 -2.1717 2.1107 0.34 0.65 -0.13 0.96
C 2.1269 -2.3715 3.6765 0.13 0.41 -0.03 0.45
C 2.9978 -1.4013 2.8902 -0.02 -0.24 0.00 -1.21
C 1.7455 -1.7681 5.0374 0.06 -0.18 -0.11 -1.47
H -0.5269 3.4873 3.6847 0.09 0.17 0.07 0.39
H -0.1696 1.7557 3.7264 0.04 0.01 0.10 0.17
H -1.6257 2.3819 4.5104 -0.10 0.02 0.16 0.39
H -1.0457 2.4206 1.5077 -0.20 -0.04 0.17 -0.24
H -3.4527 3.4069 3.1160 -0.13 0.04 0.10 0.41
H -3.4528 3.2269 1.3580 -0.07 0.05 -0.04 0.38
H -2.3540 4.3717 2.1346 0.00 0.10 0.02 0.44
H -4.1552 1.0545 3.5501 -0.20 0.17 0.12 0.58
H -4.4005 -1.5401 2.7863 -0.10 -0.22 -0.03 0.55
H -2.9866 -3.2014 0.8625 -0.25 -0.24 -0.01 -0.06
H -3.2944 -1.7673 -1.4130 -0.10 0.11 0.06 0.56
H -1.7133 -2.5645 -3.4661 -0.06 -0.10 -0.15 0.61
H 0.9044 -3.1999 -3.6018 -0.08 0.05 0.14 0.45
H 0.9644 -4.7302 -0.9471 0.02 0.01 0.04 0.25
H 1.7552 -5.2505 -2.4389 0.09 -0.06 -0.07 0.46
H -0.0048 -5.1410 -2.3730 -0.06 -0.10 0.04 0.42
H 2.4478 -2.5329 -1.0387 0.02 -0.09 0.04 0.03
H 2.4887 -1.6262 -2.5545 -0.02 0.02 0.00 0.10
H 3.1730 -3.2426 -2.4759 0.08 -0.07 0.00 0.35
H -1.6643 -4.8399 2.5629 -0.22 -0.12 -0.10 0.52
H 0.6734 -4.7876 3.9676 0.06 -0.21 0.14 0.57
H 2.7139 -3.2772 3.8683 -0.13 0.05 -0.08 0.55
H 2.5411 -0.4130 2.8751 0.01 -0.08 0.10 0.09
H 3.1496 -1.7470 1.8682 0.05 0.05 0.05 0.15
H 3.9740 -1.3036 3.3605 0.05 -0.01 0.10 0.54
H 1.1116 -0.8936 4.9050 -0.06 0.12 -0.04 0.22
H 2.6433 -1.4681 5.5733 0.06 0.04 0.06 0.42
H 1.2072 -2.4901 5.6465 -0.06 -0.03 0.08 0.45
C -3.6920 2.4567 -6.4110 0.00 0.01 -0.02 -1.57
C -2.8586 2.1070 -5.2180 0.08 -0.06 0.07 0.62
C -3.4049 2.0248 -3.9460 0.06 0.03 -0.12 -1.20
C -2.6173 1.7808 -2.8295 0.06 -0.07 0.20 1.22
C -3.2398 1.7691 -1.4683 -0.03 0.01 -0.01 -1.13
C -1.2473 1.5893 -2.9906 0.05 -0.10 0.31 -0.15
Te 0.0933 1.4356 -1.3075 -0.94 -0.30 -0.20 0.41
C -0.6770 1.6534 -4.2666 0.17 -0.12 0.09 1.07
C 0.7980 1.5171 -4.4765 0.11 -0.02 0.06 -1.63
C -1.4922 1.9015 -5.3591 -0.19 0.05 0.10 -1.09
H -4.7539 2.3957 -6.1857 -0.05 -0.01 -0.04 0.36
H -3.4636 1.7961 -7.2458 -0.06 -0.01 -0.07 0.38
H -3.4684 3.4761 -6.7286 -0.05 0.02 -0.05 0.32
H -4.4655 2.1807 -3.8133 -0.15 0.04 0.02 0.35
H -4.2827 2.0680 -1.5175 -0.12 -0.01 0.05 0.44
H -2.7095 2.4647 -0.8180 -0.03 0.00 0.14 0.08
H -3.1756 0.7767 -1.0179 0.00 -0.02 0.14 0.02
H 1.2048 0.6496 -3.9572 0.07 -0.03 0.00 0.11
H 1.3015 2.3968 -4.0748 0.18 0.01 0.00 0.36
H 1.0369 1.4372 -5.5332 0.03 0.00 -0.07 0.43
H -1.0481 1.9667 -6.3434 0.07 -0.01 -0.07 0.41
O 0.8551 1.0169 1.6892 0.05 0.19 0.94 0.41
C 1.9842 0.9326 1.1316 0.15 0.07 -0.09 0.28
N 2.1501 -0.1020 0.3264 0.54 0.13 0.27 0.35
S 3.5017 0.1732 -0.6307 -0.13 0.12 -0.90 0.78
O 2.9906 0.6163 -1.8985 0.57 0.03 0.04 -0.49
O 4.4129 -0.9197 -0.6148 0.13 -0.09 0.45 -0.65
C 4.0725 1.5849 0.3033 -0.90 -0.31 0.33 0.42
C 5.2078 2.3464 0.1874 0.21 -0.06 -0.14 -0.80
C 5.3008 3.4851 0.9842 -0.12 -0.13 -0.11 -0.67
C 4.2635 3.8547 1.8297 0.07 0.08 0.10 -0.72
C 3.1255 3.0748 1.9543 -0.10 -0.44 -0.17 -0.40
C 3.0520 1.9143 1.1906 0.63 0.69 0.21 -0.18
H 5.9953 2.0700 -0.4954 0.10 0.01 -0.07 0.54
H 6.1849 4.1005 0.9353 0.10 0.05 -0.06 0.44
H 4.3574 4.7621 2.4069 -0.01 0.05 0.07 0.46
H 2.3206 3.3453 2.6222 -0.04 0.01 0.04 0.61
```
Forces are in eV/Å.

Output
- 2S+1 = 1
- total charge = +1

Result set for F_max: 1.58; 2.34; 1.93 eV/Å, one per record in the order listed.
Result set for calculated total energy: -2232.177609; -1867.230654; -2689.544860 Eh, one per record in the order listed.